Entry 1:
{
  "formula": "C19H12BiN5O7S2",
  "method": "ωB97M-V with the def2-TZVPD basis set",
  "total_charge": -2,
  "total_energy_ha": -2542.93845,
  "molar_mass_g_mol": 695.4,
  "relative_energy_kcal_mol": 0.0,
  "gap_ev": 6.372,
  "symbols": ["Bi", "S", "S", "O", "O", "O", "O", "O", "O", "O", "N", "N", "N", "N", "N", "C", "C", "C", "C", "C", "C", "C", "C", "C", "C", "C", "C", "C", "C", "C", "C", "C", "C", "C", "H", "H", "H", "H", "H", "H", "H", "H", "H", "H", "H", "H"],
  "coordinates": [[-0.083, 0.017, -0.925], [2.298, 0.254, 0.182], [-0.381, -0.632, 1.900], [-0.374, -4.874, 0.858], [-2.052, -0.198, -2.856], [-4.238, -0.727, -3.135], [-0.471, 4.249, -0.411], [1.933, 1.963, -4.289], [0.521, -3.748, -0.851], [-0.685, 2.033, -0.162], [4.186, 4.252, 4.437], [1.456, -1.124, -2.679], [0.817, 1.524, -2.320], [0.949, 3.074, 6.612], [-1.903, -2.493, -1.300], [-3.036, -1.811, -1.438], [-3.939, -2.785, 0.550], [-3.122, -0.810, -2.596], [0.518, 1.172, 3.716], [0.730, 0.571, 2.467], [2.514, 2.510, 3.508], [-4.092, -1.949, -0.537], [-2.745, -3.478, 0.709], [-1.766, -3.304, -0.253], [-0.183, 3.101, -0.723], [1.139, 2.659, 5.555], [1.880, 0.968, 1.731], [1.385, 2.115, 4.246], [0.863, 2.876, -1.821], [2.734, 1.933, 2.262], [-0.430, -3.972, -0.152], [3.433, 3.484, 4.024], [1.354, 1.206, -3.497], [1.176, -0.278, -3.853], [3.598, 2.238, 1.685], [0.547, -5.152, 0.910], [0.124, -0.417, -4.119], [-4.997, -1.384, -0.711], [-4.731, -2.889, 1.281], [0.709, 3.604, -2.613], [2.413, -1.035, -2.359], [1.802, -0.500, -4.717], [1.224, -2.099, -2.817], [-0.351, 0.874, 4.287], [-2.561, -4.103, 1.571], [1.834, 3.085, -1.358]],
  "mulliken_charge": [1.81, -0.58, -0.55, -0.48, -0.68, -0.76, -0.73, -0.78, -0.54, -0.65, -0.61, -0.57, 0.00, -0.62, -0.23, 0.57, -0.44, 0.05, -1.00, 0.36, 0.53, -0.61, -0.23, 0.48, 0.52, -0.09, 0.26, 0.66, -0.55, -0.79, 0.14, -0.08, 0.53, -0.59, 0.48, 0.35, 0.23, 0.46, 0.40, 0.37, 0.26, 0.35, 0.19, 0.47, 0.44, 0.23]
}

=====

Entry 2:
{
  "formula": "C19H12BrF4I2PPt",
  "method": "ωB97M-V with the def2-TZVPD basis set",
  "total_charge": 2,
  "total_energy_ha": -4760.16478,
  "molar_mass_g_mol": 876.1,
  "relative_energy_kcal_mol": 10.2,
  "gap_ev": 7.045,
  "symbols": ["Pt", "I", "I", "Br", "P", "F", "F", "F", "F", "C", "C", "C", "C", "C", "C", "C", "C", "C", "C", "C", "C", "C", "C", "C", "C", "C", "C", "C", "H", "H", "H", "H", "H", "H", "H", "H", "H", "H", "H", "H"],
  "coordinates": [[0.105, -0.420, 0.034], [-2.243, 1.035, 0.270], [0.395, 0.604, 2.387], [-0.724, -2.462, -1.124], [2.135, -1.403, -0.059], [0.880, -7.189, 0.137], [3.301, -6.335, 1.009], [-0.921, -5.410, -0.817], [3.921, -3.733, 0.932], [2.255, -0.297, -2.609], [1.793, -3.178, 0.096], [4.163, 0.174, 0.920], [4.028, -0.776, -4.156], [2.413, -5.474, 0.565], [4.975, 0.677, 1.924], [3.244, -0.829, 1.223], [2.859, -1.135, -1.675], [4.634, -1.611, -3.222], [3.955, -0.819, 3.519], [3.136, -1.330, 2.525], [1.178, -5.914, 0.117], [-1.681, 1.143, 2.337], [0.249, -4.993, -0.366], [2.845, -0.119, -3.850], [4.054, -1.792, -1.980], [2.713, -4.116, 0.538], [4.871, 0.183, 3.219], [0.566, -3.656, -0.365], [3.894, -1.215, 4.523], [5.558, -2.118, -3.464], [-2.250, 0.415, 2.903], [5.513, 0.573, 3.997], [2.452, -2.142, 2.753], [5.696, 1.449, 1.693], [1.333, 0.225, -2.378], [4.534, -2.435, -1.250], [4.484, -0.637, -5.127], [-1.810, 2.155, 2.704], [4.251, 0.555, -0.090], [2.382, 0.534, -4.578]],
  "mulliken_charge": [0.84, 0.24, 0.29, -0.18, -0.22, -0.23, -0.23, -0.29, -0.37, -0.26, 0.41, -0.78, -0.47, 0.16, -0.64, 0.65, 0.92, -0.81, -0.74, -0.37, 0.65, -0.82, 0.28, -0.81, -0.15, 0.41, -0.59, 0.00, 0.47, 0.44, 0.42, 0.45, 0.50, 0.45, 0.28, 0.39, 0.43, 0.42, 0.44, 0.43]
}

=====

Entry 3:
{
  "formula": "C19H12BrN2O6S2Ti",
  "method": "ωB97M-V with the def2-TZVPD basis set",
  "total_charge": -1,
  "total_energy_ha": -5512.32884,
  "molar_mass_g_mol": 556.2,
  "relative_energy_kcal_mol": 3.2,
  "multiplicity": 3,
  "gap_ev": [6.209, 6.394],
  "symbols": ["Br", "Ti", "S", "S", "O", "O", "O", "O", "O", "O", "N", "N", "C", "C", "C", "C", "C", "C", "C", "C", "C", "C", "C", "C", "C", "C", "C", "C", "C", "C", "C", "H", "H", "H", "H", "H", "H", "H", "H", "H", "H", "H", "H"],
  "coordinates": [[-0.303, -2.411, -7.499], [0.310, -0.790, -0.161], [2.605, -0.002, -0.261], [1.235, -2.960, 0.261], [0.331, -0.993, -2.258], [-1.383, -1.763, -1.146], [0.319, -0.356, 1.892], [0.423, 1.285, 3.427], [-3.578, 0.745, -2.037], [-1.553, 1.074, -2.874], [-0.990, 1.099, 0.146], [-2.887, -3.655, -4.558], [-1.251, -2.283, -3.478], [-0.720, 1.664, 1.383], [5.386, -1.978, 1.891], [-0.743, -1.650, -2.229], [4.814, -3.227, 2.104], [3.550, -3.491, 1.603], [-2.182, 3.517, 0.987], [-1.121, -2.657, -5.807], [-1.257, 2.912, 1.781], [0.032, 0.823, 2.221], [-2.387, -3.080, -3.467], [-0.596, -2.061, -4.679], [-1.926, 1.714, -0.590], [-2.571, 2.873, -0.217], [3.412, -1.270, 0.665], [-2.283, 1.131, -1.931], [4.685, -1.017, 1.182], [2.833, -2.534, 0.882], [-2.260, -3.442, -5.710], [-0.938, 3.341, 2.720], [-3.310, 3.310, -0.875], [3.089, -4.458, 1.766], [5.348, -3.990, 2.658], [-2.903, -3.255, -2.531], [0.289, -1.439, -4.701], [-2.678, -3.913, -6.593], [5.121, -0.040, 1.010], [-3.993, 0.797, -1.167], [6.374, -1.753, 2.274], [0.959, 0.577, 3.811], [-2.623, 4.464, 1.269]],
  "mulliken_charge": [-0.21, -0.04, -0.40, -0.45, -0.70, -0.88, -0.45, -0.52, -0.49, -0.53, 0.07, -0.68, 0.08, 0.10, -0.45, 1.43, -0.47, -0.66, -0.42, 0.01, -0.78, 0.69, -0.12, -0.32, 0.15, -0.41, 0.51, 0.38, -0.66, 0.49, -0.12, 0.43, 0.42, 0.37, 0.33, 0.49, 0.56, 0.37, 0.37, 0.41, 0.33, 0.35, 0.41]
}

=====

Entry 4:
{
  "formula": "C19H12Cl2EuIN4O2",
  "method": "ωB97M-V with the def2-TZVPD basis set",
  "total_charge": -1,
  "total_energy_ha": -3029.29209,
  "molar_mass_g_mol": 678.1,
  "multiplicity": 8,
  "gap_ev": [5.595, 6.897],
  "symbols": ["Eu", "I", "Cl", "Cl", "O", "O", "N", "N", "N", "N", "C", "C", "C", "C", "C", "C", "C", "C", "C", "C", "C", "C", "C", "C", "C", "C", "C", "C", "C", "H", "H", "H", "H", "H", "H", "H", "H", "H", "H", "H", "H"],
  "coordinates": [[0.106, 0.207, -0.557], [2.030, 1.534, -2.731], [-1.000, 5.073, 4.626], [-3.984, 4.495, 3.518], [-4.190, 0.751, 0.326], [2.396, 2.054, 2.786], [0.658, 1.435, 1.351], [2.364, -0.513, 0.326], [-1.785, -1.427, -1.068], [-1.862, 0.962, 0.391], [-4.018, -1.015, -1.776], [2.838, 0.420, 1.151], [-2.787, -2.828, -2.719], [4.198, 0.518, 1.428], [-2.907, -0.712, -0.997], [0.126, 0.442, -3.100], [4.573, -1.332, -0.037], [-1.718, 1.947, 1.389], [5.072, -0.365, 0.822], [-2.781, 2.673, 1.922], [1.883, 1.417, 1.850], [-1.315, 3.878, 3.381], [-1.735, -2.457, -1.907], [-0.234, 3.165, 2.877], [-3.026, 0.453, 0.011], [-3.954, -2.079, -2.652], [-2.582, 3.633, 2.909], [-0.394, 2.199, 1.887], [3.211, -1.361, -0.248], [0.471, -0.261, -3.871], [-0.798, -3.002, -1.941], [4.514, 1.288, 2.117], [5.215, -2.045, -0.538], [6.138, -0.299, 1.014], [-2.689, -3.675, -3.386], [-4.903, -0.408, -1.650], [-4.804, -2.327, -3.277], [0.756, 3.354, 3.260], [-0.407, 1.220, -3.662], [2.776, -2.090, -0.924], [-3.778, 2.479, 1.559]],
  "mulliken_charge": [1.15, -0.23, -0.25, -0.25, -0.79, -0.81, -0.22, -0.24, -0.29, -0.22, -0.49, 0.27, -0.58, -0.45, 0.36, -1.01, -0.64, -0.12, -0.34, -0.63, 0.44, 0.11, -0.20, -0.66, 0.51, -0.31, 0.12, -0.04, -0.11, 0.24, 0.38, 0.43, 0.37, 0.40, 0.37, 0.41, 0.40, 0.65, 0.27, 0.37, 0.64]
}

=====

Entry 5:
{
  "formula": "C19H12Cl3FeI2N3O3S2Te4",
  "method": "ωB97M-V with the def2-TZVPD basis set",
  "total_charge": -1,
  "total_energy_ha": -6229.44530,
  "molar_mass_g_mol": 1320.9,
  "relative_energy_kcal_mol": 88.5,
  "multiplicity": 6,
  "gap_ev": [5.688, 5.178],
  "symbols": ["I", "I", "Te", "Te", "Te", "Te", "Fe", "Cl", "Cl", "Cl", "S", "S", "O", "O", "O", "N", "N", "N", "C", "C", "C", "C", "C", "C", "C", "C", "C", "C", "C", "C", "C", "C", "C", "C", "C", "C", "C", "H", "H", "H", "H", "H", "H", "H", "H", "H", "H", "H", "H"],
  "coordinates": [[-1.809, 1.656, 3.703], [4.108, 1.870, 4.924], [0.182, -2.487, -1.751], [-0.429, -2.812, 0.749], [0.800, -4.891, -2.846], [-0.172, -5.468, 1.134], [-0.514, -0.676, -0.435], [0.821, 3.666, -1.628], [1.717, 3.145, 1.076], [-1.010, 3.988, 0.579], [-5.047, -0.074, -0.461], [-0.701, 1.287, -4.845], [0.918, 0.850, -0.521], [-1.237, 1.349, -0.359], [-0.688, -0.346, 1.624], [-2.661, -0.918, -0.873], [1.787, -1.189, 0.969], [-0.695, 0.009, -2.636], [2.988, -1.639, 0.659], [1.588, 0.414, -3.441], [-2.010, 0.204, -2.948], [0.115, 0.514, -3.509], [-2.207, 0.867, -4.125], [0.325, 0.129, 2.267], [2.518, 1.103, 3.741], [2.766, 0.169, 2.722], [4.029, -0.337, 2.360], [4.136, -1.246, 1.336], [1.654, -0.313, 1.985], [-3.005, -0.155, -1.965], [0.174, 1.062, 3.287], [1.247, 1.540, 4.019], [-3.569, -1.604, 1.333], [-4.265, 0.360, -1.922], [0.346, 3.064, -0.023], [-0.037, 1.605, -0.298], [-3.618, -0.950, 0.010], [2.048, 1.286, -3.902], [1.073, 2.257, 4.808], [1.902, 0.362, -2.400], [-4.741, 0.992, -2.642], [3.027, -2.348, -0.164], [-3.338, -2.671, 1.251], [5.092, -1.646, 1.035], [-3.133, 1.124, -4.594], [-2.796, -1.127, 1.941], [1.937, -0.486, -3.956], [4.906, -0.004, 2.894], [-4.524, -1.487, 1.838]],
  "mulliken_charge": [-0.03, 0.00, -0.24, -0.10, -0.33, -0.27, 0.32, -0.18, -0.08, -0.12, -0.23, -0.26, -0.49, -0.30, -0.31, 0.54, 0.55, 0.87, -0.42, -1.01, -0.46, 0.41, -0.38, -0.28, -0.17, 0.59, -0.76, -1.04, 0.63, -0.05, -0.26, -0.30, -1.25, -0.67, 0.88, -0.33, 0.76, 0.40, 0.35, 0.03, 0.43, 0.41, 0.22, 0.40, 0.46, 0.12, 0.33, 0.18, 0.48]
}